Record 1
20
Properties=species:S:1:pos:R:3:forces:R:3:lowdin_charge:R:1 method="wB97M-V/def2-TZVPD" smiles="CCC/C([NH3+])=C/N" orbital_gap_ev=9.43 e_tot_ev=-8368.3122 lumo_ev=-3.76 e_above_lowest_ev=2.498 molar_mass_g_mol=101.2 spin_multiplicity=1 total_charge=+1 homo_ha=-0.4846
C 0.08790 2.70959 1.18545 -0.5 1.6 0.3 -0.117
C 0.41278 1.36060 0.61775 0.0 0.0 0.2 -0.259
C -0.72867 0.68916 -0.15605 -1.1 0.0 -0.1 -0.175
C -0.36596 -0.72287 -0.45959 0.7 0.8 -2.4 -0.297
C 0.30661 -1.16692 -1.54466 -1.1 -2.3 0.7 -0.066
N 0.72667 -2.54616 -1.58407 -0.2 1.9 0.1 0.062
N -0.60135 -1.67578 0.60350 0.3 -3.1 -0.9 0.214
H -0.30933 3.39170 0.42389 -0.1 -0.3 -0.2 0.084
H 0.95348 3.29064 1.54731 -0.1 -0.7 0.1 0.089
H -0.66940 2.71645 1.97296 0.1 -0.2 0.1 0.079
H 1.13883 1.56291 -0.16427 0.6 -0.5 0.2 0.115
H 0.83121 0.68825 1.40598 -0.1 0.4 -0.6 0.121
H -0.90958 1.25793 -1.07745 0.3 -0.3 0.0 0.135
H -1.75237 0.70120 0.28298 0.7 0.2 0.4 0.133
H 0.28995 -0.72906 -2.54962 0.4 0.5 0.8 0.148
H 1.40256 -2.60827 -2.33887 0.0 -0.8 0.4 0.101
H 1.06633 -2.89890 -0.68297 0.4 0.0 -1.0 0.082
H -0.90511 -2.66522 0.25145 -0.8 2.1 0.1 0.218
H 0.25462 -2.08349 0.97611 0.6 1.1 1.2 0.160
H -1.22914 -1.27177 1.29017 0.0 -0.3 0.5 0.175

---

Record 2
10
Properties=species:S:1:pos:R:3:forces:R:3:lowdin_charge:R:1 method="wB97M-V/def2-TZVPD" orbital_gap_ev=8.27 e_tot_ev=-11813.2157 lumo_ev=3.71 e_above_lowest_ev=1.006 molar_mass_g_mol=112.1 spin_multiplicity=1 total_charge=-1 homo_ha=-0.1675
C -0.83793 0.70865 -0.05526 -0.6 2.2 -0.5 -0.094
C 0.45257 0.70606 0.47842 -0.9 -3.9 -0.6 -0.393
C -1.47403 1.78694 -0.52410 0.0 0.5 0.4 -0.164
C -3.77679 -0.30833 -0.04032 -1.3 -1.2 3.1 -0.685
N -3.40682 0.16006 -1.02799 1.0 1.5 -3.1 0.025
O -1.86680 2.82707 -0.80087 0.0 0.0 -0.3 0.208
O -4.14602 -0.77913 1.02126 0.0 -0.1 -0.1 -0.089
O 1.29757 1.53240 0.50994 2.0 2.1 0.6 0.024
H -1.39276 -0.13726 -0.17657 -1.1 -2.2 0.0 0.039
H 0.58981 -0.42235 0.72134 0.8 1.2 0.5 0.128